Entry from the Open Molecules 2025 dataset: a structure of composition C59H45BrKN10O3P2 (wB97M-V/def2-TZVPD).

Output
Kohn-Sham gap: 5.82 eV
energy: -187904.586 eV
HOMO: -4.5 eV
strongest force on any atom: 0.79 eV/A
energy above the lowest of the compared OMol25 structures with the same formula, charge and spin: 38.78 kcal/mol

```
! wB97M-V def2-TZVPD RIJCOSX def2/J DEFGRID3
* xyz -1 1
K 0.01076 0.88681 -0.15334
C 2.53215 4.34036 0.59096
C 2.48979 3.01864 1.01987
N 1.44265 2.52735 1.66785
C 0.42988 3.37073 1.87572
C 0.47499 4.68726 1.43755
N 1.52984 5.18205 0.79982
C -0.73501 2.83790 2.63480
C -1.23895 3.55045 3.71650
C -2.27317 3.00024 4.46383
C -2.75856 1.75688 4.08368
C -2.19899 1.12111 2.98077
N -1.20984 1.64969 2.27091
C -2.71187 -0.19851 2.52767
C -3.09879 -1.17184 3.44085
N -3.60258 -2.34178 3.06098
C -3.71163 -2.52536 1.75412
C -3.31501 -1.56001 0.83325
N -2.80259 -0.39833 1.21062
C -2.83444 3.71717 5.63123
C -4.20073 3.72269 5.89044
C -4.67327 4.41354 6.99539
N -3.89492 5.07999 7.84244
C -2.58894 5.06822 7.59134
C -2.01491 4.41335 6.51346
H 3.39827 4.71040 0.05456
H 3.31150 2.34102 0.82323
H -0.37400 5.34458 1.58308
H -0.82049 4.51569 3.96819
H -3.55947 1.28205 4.63418
H -2.97674 -1.00413 4.50400
H -4.10842 -3.47111 1.40529
H -3.42539 -1.73643 -0.22951
H -4.89444 3.21577 5.23296
H -5.73768 4.43137 7.20275
H -1.96004 5.60824 8.29012
H -0.94156 4.43072 6.38080
C -0.47379 -4.23188 1.40120
N 0.61450 -3.55769 0.72818
P 1.88933 -3.08341 1.65024
C 2.52962 -4.60805 2.48978
C 2.47467 -5.81886 1.79929
C 3.07347 -6.96387 2.30175
C 3.75808 -6.92322 3.50916
C 3.83342 -5.72410 4.20439
C 3.22534 -4.58375 3.69876
C 1.17601 -2.22484 3.14658
C 1.36141 -0.84423 3.21834
C 0.84691 -0.09621 4.26999
C 0.10972 -0.71822 5.26625
C -0.10898 -2.09004 5.20104
C 0.42245 -2.83048 4.15537
P -0.75926 -2.61782 -1.16781
C 0.07897 -3.67936 -2.40722
C 0.36539 -4.99778 -2.06515
C 0.99204 -5.83705 -2.97657
C 1.35578 -5.35692 -4.22588
C 1.08714 -4.03803 -4.56914
C 0.44395 -3.20687 -3.66555
C -1.95004 -1.77562 -2.34234
C -2.17420 -0.40917 -2.51528
C -3.31530 0.05675 -3.16052
C -4.25031 -0.83010 -3.66908
C -4.03384 -2.19494 -3.52788
C -2.90842 -2.65193 -2.86365
H -0.15596 -5.10661 1.98961
H -1.21735 -4.59934 0.67844
H -1.03402 -3.58455 2.09684
H 1.94766 -5.84758 0.85122
H 3.00870 -7.89404 1.74949
H 4.23101 -7.81539 3.90052
H 4.36731 -5.67363 5.14618
H 3.29153 -3.65765 4.25932
H 1.93944 -0.34398 2.44688
H 1.02780 0.97113 4.30242
H -0.28845 -0.14138 6.09387
H -0.69054 -2.58469 5.97053
H 0.25761 -3.90156 4.12210
H 0.12911 -5.34447 -1.06810
H 1.20839 -6.86164 -2.70167
H 1.85605 -6.00556 -4.93415
H 1.37717 -3.64887 -5.53653
H 0.22369 -2.18111 -3.94086
H -1.47878 0.35275 -2.18333
H -3.45629 1.12476 -3.26624
H -5.13623 -0.46402 -4.17251
H -4.74605 -2.90488 -3.93034
H -2.77335 -3.72342 -2.74306
Br 1.30681 -1.05482 -7.10229
C 1.42252 0.83132 -6.94885
C 0.35364 1.53347 -6.40739
C 0.44012 2.90624 -6.27101
C 1.59777 3.57250 -6.66772
C 2.63351 2.86415 -7.25392
C 2.55982 1.48415 -7.38378
N 1.70013 5.01236 -6.65152
N 1.34721 5.66916 -5.65608
C 1.00091 5.04315 -4.43436
C -0.19896 5.43152 -3.87191
C -0.77239 4.76242 -2.80001
C -0.11701 3.68220 -2.16616
O -0.60050 3.02499 -1.20539
C 1.22443 3.36067 -2.67735
N 1.89095 2.37924 -2.02596
C 3.11935 2.09988 -2.38264
C 3.79465 2.79086 -3.40658
C 3.12466 3.75526 -4.10247
C 1.78046 4.04890 -3.77789
H -0.53508 1.00777 -6.08544
H -0.38287 3.45150 -5.82939
H 3.50607 3.40245 -7.60151
H 3.37754 0.92754 -7.81995
H -0.73100 6.24714 -4.35049
H -1.73681 5.06168 -2.41099
H 3.60694 1.29190 -1.84737
H 4.82484 2.54692 -3.63140
H 3.61465 4.30627 -4.89480
O 2.29767 -0.44584 -0.64453
C 1.65677 -1.41374 -0.95377
O 0.33194 -1.30078 -1.18014
H 2.05130 -2.42377 -1.10214
*
```